# 1
DFT (ωB97M-V with the def2-TZVPD basis set) results for a structure of composition C27H32AsKN3O.

XYZ file:
```
65
Properties=species:S:1:pos:R:3:lowdin_charge:R:1
As -2.39804 1.46604 1.51007 1.29
K 0.04131 -0.02877 0.26808 0.76
O 2.10964 -0.99494 0.70671 -0.20
N -0.73978 -0.24740 -4.97974 -0.16
N -0.28273 -0.11355 -2.46827 -0.24
N 4.28155 -1.62426 0.73203 -0.17
C 3.25561 -0.93768 0.24794 -0.33
C -3.40653 2.09859 4.10642 -0.13
C -0.72490 1.15072 -4.55318 -0.14
C -4.13542 0.46539 -0.43499 -0.22
C 0.83954 -0.77440 -3.15519 -0.16
C -5.20033 4.05889 3.30990 -0.07
C 5.60938 -1.49608 0.13180 -0.02
C -4.92251 -1.89446 0.80736 -0.07
C -3.62032 1.73900 -0.98344 -0.22
C -3.39706 3.49279 -2.61265 -0.07
C -2.15445 3.61838 -0.55346 -0.10
C 4.04016 -2.50323 1.87382 -0.01
C -1.78460 -0.96167 -4.24985 -0.14
C -4.41210 3.42027 2.36171 -0.09
C -1.51257 -0.88628 -2.72534 -0.15
C -3.95590 2.28521 -2.21882 -0.02
C -0.44940 1.23937 -3.03042 -0.15
C -2.71786 2.41459 -0.15389 -0.37
C -2.49942 4.15920 -1.78599 -0.08
C -4.20544 2.73059 5.04827 -0.08
C -3.51539 2.43707 2.76134 -0.40
C -4.02502 -1.05002 1.44832 -0.09
C -3.63947 0.12869 0.82794 -0.33
C -5.10103 3.71292 4.64945 -0.08
C -5.02861 -0.38882 -1.07291 -0.02
C 0.55415 -0.85552 -4.67978 -0.15
C -5.42001 -1.56356 -0.44755 -0.06
H -1.45947 4.14527 0.08990 0.11
H -4.50775 3.68957 1.31747 0.10
H 0.53610 -1.89128 -5.02167 0.12
H -3.66836 3.92093 -3.56877 0.11
H 0.45968 1.80963 -2.82057 0.12
H 6.29555 -2.13821 0.67511 0.09
H -2.69705 1.34585 4.43166 0.09
H -1.68916 1.59816 -4.80094 0.11
H 4.97227 -2.98766 2.14679 0.09
H 3.66705 -1.92994 2.72120 0.10
H -1.38700 -1.88212 -2.29122 0.12
H 3.29888 -3.25949 1.61944 0.10
H -3.64786 -1.31092 2.43015 0.11
H -5.42433 -0.14168 -2.04999 0.11
H 0.03847 1.67781 -5.12735 0.12
H -4.65789 1.77969 -2.86993 0.11
H -5.89624 4.82627 2.99709 0.11
H -5.72015 4.21015 5.38420 0.11
H 5.97526 -0.47272 0.20159 0.09
H -2.33339 -0.40004 -2.19619 0.09
H -1.27199 1.72496 -2.50299 0.08
H 3.50225 -0.29778 -0.61140 0.15
H 1.32186 -0.33385 -5.25297 0.12
H -2.07270 5.10237 -2.10066 0.11
H 0.97144 -1.76788 -2.71896 0.12
H 5.60230 -1.81229 -0.91039 0.09
H 1.74697 -0.19892 -2.95212 0.11
H -5.23811 -2.81102 1.28793 0.11
H -2.74770 -0.51251 -4.49917 0.12
H -1.80525 -1.99520 -4.59836 0.12
H -6.12082 -2.22435 -0.94015 0.11
H -4.12173 2.46063 6.09262 0.11
```

LUMO level = -0.08320 Ha
charge = +1
Kohn-Sham gap = 8.173 eV

---

# 2
DFT (ωB97M-V with the def2-TZVPD basis set) results for a structure of composition C27H32BI2N7O3Pt.

XYZ file:
```
73
Properties=species:S:1:pos:R:3:lowdin_charge:R:1
Pt 0.14401 0.08525 0.12336 1.47
I 5.52304 -1.29062 -0.61225 1.14
I 2.84491 -5.75788 -3.36941 1.16
O 2.43844 -0.65670 -0.01860 -0.13
O 1.66524 0.86270 -2.63376 0.14
O 0.88583 1.15905 -1.78316 -0.11
N -1.80266 -0.25768 2.11227 -0.01
N 0.16393 -1.80118 -0.74551 -0.03
N -0.03606 1.90391 0.99342 -0.05
N -0.50836 -0.62068 1.87894 -0.04
N -2.78788 0.74812 0.03083 -0.02
N -1.28895 2.11009 1.50794 -0.01
N -1.80198 0.40450 -0.83345 -0.02
C 0.14996 -4.20038 -2.12324 0.02
C -2.25997 -0.95361 3.14888 -0.01
C 2.30727 -1.13684 3.07324 -0.04
C -0.97954 -2.44785 -0.96002 -0.07
C 2.66832 -4.04886 -2.28277 -0.65
C 2.10073 4.23545 -0.54514 -0.04
C 1.49593 -3.40242 2.16561 -0.02
C 3.82805 -3.37640 -1.92498 -0.20
C 3.80165 -2.21160 -1.16613 -0.64
C -1.38225 3.37311 1.92332 -0.01
C -1.01483 -3.66195 -1.64265 0.01
C 1.19463 -2.18488 3.03649 -0.34
C 2.07958 3.37781 0.72302 -0.35
C 0.65069 3.06327 1.10028 -0.21
C 3.03839 2.20502 0.61706 -0.06
C 2.54534 -1.65805 -0.74992 -0.42
C -0.18701 4.00857 1.68389 0.02
C 1.32870 -2.35243 -1.16761 -0.16
C -1.56036 -0.07061 -3.28396 -0.38
C -3.68567 0.67658 -1.98201 0.03
C -3.92459 0.93577 -0.64639 -0.01
C -2.32746 -1.14194 -4.06068 -0.04
C -1.26358 -1.80004 3.59049 0.03
C 1.36859 -3.54531 -1.87806 -0.18
C -0.16116 -1.58161 2.77561 -0.21
C -1.23410 1.13167 -4.16593 -0.04
C -2.33873 0.33644 -2.06049 -0.25
B -2.39908 1.04136 1.47943 -0.49
H 1.74698 3.67101 -1.41171 0.07
H -4.39646 0.71316 -2.78897 0.13
H -3.33814 1.41455 2.11738 0.14
H 0.78103 -4.20548 2.34717 0.09
H -0.63900 0.82959 -5.02772 0.09
H -3.26490 -0.74214 -4.44901 0.09
H 2.80295 1.53362 -0.20179 0.03
H -4.82340 1.23129 -0.13025 0.14
H 4.78371 -3.77830 -2.23234 0.09
H 2.01892 -0.28637 3.69209 0.09
H 3.11590 4.56754 -0.76028 0.09
H -1.96410 -4.15713 -1.78912 0.13
H 0.07440 5.02410 1.92598 0.13
H 2.57896 -0.76680 2.08445 0.04
H 4.03920 2.58964 0.41946 0.10
H -2.57160 -2.00481 -3.43937 0.07
H -3.24846 -0.75859 3.53144 0.14
H 3.07995 1.61443 1.53265 0.08
H 0.13910 -5.13542 -2.66722 0.08
H -0.61685 -0.52405 -2.94672 0.10
H 1.46902 5.11760 -0.44926 0.09
H 2.42263 3.99130 1.55957 0.15
H 3.19772 -1.58156 3.51796 0.10
H 1.45795 -3.16409 1.10723 0.05
H 1.09046 -2.55656 4.05823 0.14
H -0.68591 1.90431 -3.62429 0.07
H -1.74112 -1.48839 -4.91186 0.09
H -2.15426 1.58435 -4.53915 0.10
H 2.49333 -3.78439 2.38627 0.10
H -1.29463 -2.46200 4.43870 0.13
H -2.29723 3.72188 2.37315 0.14
H -1.87454 -1.97945 -0.58073 0.13
```

<S²> = 6.04
LUMO level (alpha / beta) = -0.24522 / -0.31127 Ha
charge = +2
spin multiplicity = 5
Kohn-Sham gap (alpha / beta) = 7.233 / 6.036 eV

---

# 3
DFT (ωB97M-V with the def2-TZVPD basis set) results for an isolated molecule of C27H32N4O3S at a distorted geometry.

XYZ file:
```
67
Properties=species:S:1:pos:R:3:lowdin_charge:R:1
S -8.00995 0.46010 -0.62547 0.66
O -8.94563 0.17439 0.41991 -0.28
O -8.22058 1.61066 -1.45317 -0.29
O -2.40160 -0.91995 3.21035 0.08
N -2.46352 0.60800 1.50516 0.14
N -7.97689 -0.87437 -1.63787 -0.34
N 0.16808 0.78686 1.43080 -0.19
N 2.72383 0.34641 -0.01807 -0.12
C -4.10243 1.30377 -0.08516 0.00
C 5.65947 2.61176 -2.05020 -0.07
C -5.39252 1.29125 -0.57689 -0.06
C 6.18734 1.54710 0.44378 -0.03
C 5.03162 1.17216 -0.22831 -0.19
C -4.76098 -0.19532 1.68967 0.01
C 5.32094 -2.03190 0.78383 -0.03
C -3.77475 0.55627 1.04932 -0.20
C -6.05124 -0.19813 1.19288 -0.05
C 0.41061 -0.28390 0.46132 -0.15
C 7.07228 2.44544 -0.12522 -0.08
C 5.61063 -3.65314 -0.95916 -0.09
C 1.36652 1.59075 1.65007 -0.16
C 4.90465 -2.83586 -1.82682 -0.07
C 4.61374 -1.20823 -0.07957 -0.19
C 5.81837 -3.24779 0.34696 -0.08
C 4.10924 0.14179 0.38428 -0.26
C 6.81024 2.98081 -1.37432 -0.09
C 1.86659 -0.73675 0.44669 -0.15
C -7.87826 -2.14137 -0.95999 -0.11
C 4.41359 -1.61944 -1.39155 -0.04
C -7.13751 -0.72128 -2.79780 -0.11
C 4.77720 1.71031 -1.48332 -0.04
C -0.40403 0.30910 2.67488 -0.11
C -1.86758 -0.09436 2.50674 -0.45
C -6.35950 0.54088 0.06639 -0.28
C 2.19350 1.64978 0.36822 -0.15
H 1.56032 2.02307 -0.44432 0.13
H 7.96731 2.72869 0.40904 0.10
H -7.28227 0.29002 -3.16886 0.08
H -8.23622 -2.93208 -1.62000 0.09
H 3.86318 -0.98113 -2.06461 0.11
H 4.21206 0.18691 1.48755 0.15
H 1.05463 2.59791 1.94456 0.13
H 7.49962 3.68339 -1.81854 0.10
H 1.99097 1.18066 2.45999 0.12
H -5.67236 1.87041 -1.44233 0.11
H 4.73947 -3.14765 -2.84787 0.10
H 3.87590 1.42793 -2.00420 0.11
H 1.98266 -1.59026 -0.22661 0.12
H -7.44618 -1.43369 -3.56331 0.09
H 6.39739 1.13170 1.41954 0.11
H 5.99690 -4.60211 -1.30049 0.10
H 0.14611 0.08189 -0.53635 0.13
H 5.44917 3.02737 -3.02489 0.10
H 0.14015 -0.53929 3.11782 0.14
H 2.14951 -1.07492 1.45970 0.13
H -8.51851 -2.08834 -0.08335 0.08
H -6.83437 -0.75309 1.68397 0.12
H 5.48525 -1.72400 1.80735 0.11
H 3.01832 2.35231 0.49676 0.12
H -4.50652 -0.76562 2.56740 0.10
H -0.38645 1.12812 3.40192 0.14
H -6.84902 -2.37065 -0.65286 0.09
H -6.07539 -0.88188 -2.56765 0.09
H 6.36725 -3.87951 1.02995 0.10
H -3.33969 1.89318 -0.57324 0.11
H -1.82335 1.21602 1.00166 0.13
H -0.23728 -1.13113 0.69392 0.13
```

LUMO level = 0.01552 Ha
charge = 0
Kohn-Sham gap = 9.312 eV

---

Relative energy (zero: lowest compared OMol25 entry of this formula, charge and spin) in kJ/mol, matching the order above: 33.6; 0.0; 196.0
Total energy in eV, matching the order above: -112195.5927; -65199.1155; -51456.4771